Record 1
DFT (ωB97M-V with the def2-TZVPD basis set) results for C36H36Li2O16S as an isolated structure at a distorted geometry.

CARTESIAN COORDINATES (ANGSTROEM)
Li 2.87091 1.48983 1.09210
Li -1.45015 -1.98946 2.52765
S 0.27681 -0.16945 0.44924
O -1.02231 0.40043 0.11462
O 0.83909 -0.85933 -0.68044
O 1.24455 0.82074 0.81624
O -0.05807 -1.13648 1.56438
C 2.05944 -1.65540 4.03071
C 2.82696 -1.50994 5.36154
C 4.02208 -2.28510 5.57319
C 4.46243 -3.14259 4.61186
C 3.75054 -3.30572 3.30048
C 2.65319 -2.49600 3.09330
O 2.03404 -2.62903 1.88451
O 4.71635 -2.05145 6.70994
H 1.39116 -0.92075 3.54748
H 2.51937 -0.52092 5.89552
H 5.40141 -3.50985 4.70551
H 4.14637 -4.16497 2.86558
H 1.44657 -1.88465 1.65959
H 4.26786 -1.65132 7.29377
C 1.60324 -5.25944 -2.38248
C 1.97428 -6.52607 -2.03423
C 2.80538 -6.75430 -0.84816
C 3.23902 -5.61421 -0.16892
C 2.82506 -4.32883 -0.59475
C 1.94263 -4.16752 -1.64447
O 1.59812 -2.88146 -1.93312
O 3.11487 -7.99526 -0.46687
H 1.03022 -5.28282 -3.32634
H 1.57916 -7.36338 -2.65888
H 3.54400 -5.77789 0.83255
H 3.18336 -3.62893 -0.00036
H 1.26601 -2.17837 -1.18294
H 3.07825 -8.73934 -1.04547
C -6.21720 2.73405 2.49822
C -5.08048 2.04456 2.89057
C -3.88216 2.00242 2.14720
C -3.85792 2.44450 0.75255
C -4.98599 3.02468 0.31780
C -6.24496 3.17301 1.10402
O -7.41195 3.54970 0.53393
O -2.78953 1.23948 2.52734
H -7.16936 2.83294 3.13560
H -5.00038 1.38063 3.70579
H -3.08787 2.13843 -0.05599
H -5.01914 3.29037 -0.63075
H -7.67688 3.25396 -0.45138
H -2.26094 1.06544 1.87897
C 3.39779 2.75679 -4.38732
C 2.76118 1.50516 -4.20450
C 1.81597 1.38922 -3.13220
C 1.61836 2.28734 -2.23025
C 2.33156 3.51236 -2.24939
C 3.18532 3.74253 -3.30797
O 3.78540 4.97207 -3.25896
O 0.99000 0.21601 -3.07775
H 3.98285 2.91343 -5.27773
H 2.71211 0.82067 -4.89248
H 0.72299 2.03277 -1.73249
H 2.13466 4.13516 -1.35254
H 4.65302 5.04954 -3.69159
H 1.03483 -0.19852 -2.31228
C -0.33662 6.15274 2.43497
C -0.06279 4.85481 2.86907
C -0.24705 3.83818 2.06505
C -0.53532 3.95374 0.74268
C -0.78240 5.21925 0.26960
C -0.58616 6.41278 1.01184
O -0.78800 7.60160 0.47722
O 0.15901 2.52647 2.64617
H -0.33214 7.08249 3.01488
H 0.35108 4.70506 3.97225
H -0.68610 3.16177 0.03196
H -0.80951 5.36888 -0.90834
H -1.37663 7.85965 -0.30021
H 0.15480 1.91246 1.76730
C -1.61293 -2.32606 -3.77301
C -1.87223 -1.56793 -2.58794
C -3.12952 -1.28237 -2.08567
C -4.27681 -2.03291 -2.54859
C -4.10864 -2.94285 -3.67092
C -2.83599 -3.02303 -4.31846
O -2.78011 -3.76001 -5.52945
O -3.15934 -0.52920 -0.95131
H -0.68590 -2.39162 -4.01982
H -0.83760 -1.48439 -2.08148
H -5.05448 -1.94992 -2.08614
H -4.93641 -3.54668 -3.95315
H -2.17263 -3.36434 -6.08071
H -2.28305 -0.08802 -0.61652

Atomic forces in eV per Å
Li -0.4 0.0 -0.1
Li 0.5 0.6 -0.6
S -3.8 -2.6 -0.7
O 0.3 1.7 0.2
O 0.6 -1.0 -0.3
O 1.8 2.0 1.8
O 0.7 0.5 0.2
C 3.9 0.7 3.0
C -2.0 1.3 -3.7
C -3.0 2.4 0.1
C -3.6 1.0 -3.4
C 1.7 1.5 5.9
C -1.2 -1.0 -1.1
O 0.7 -0.4 -0.6
O 6.2 -5.1 -6.5
H -0.1 -0.3 1.3
H 0.8 -2.3 -0.3
H 2.6 -1.7 0.4
H 0.1 -0.8 -2.0
H -0.2 -0.5 0.6
H -5.4 4.8 6.7
C -1.3 -1.2 -2.1
C 1.5 -1.6 1.8
C -1.8 1.4 -3.5
C -1.8 -0.7 -0.9
C -0.9 -5.1 -1.3
C 1.4 2.6 1.6
O -1.4 1.5 0.2
O 0.9 -0.3 2.6
H 0.0 1.0 0.7
H 0.6 0.6 0.7
H 1.2 0.1 0.7
H 1.0 3.8 2.2
H 1.2 -2.7 -1.8
H -0.4 0.0 -1.2
C -1.8 0.9 -2.6
C 2.6 0.3 -0.8
C -0.1 -0.5 -3.3
C 1.0 -1.3 1.8
C -3.8 0.0 4.2
C 3.0 -1.8 0.9
O -1.8 0.1 -2.6
O -5.7 1.4 7.5
H 1.7 -0.4 -1.1
H -0.4 -0.1 1.5
H -1.0 0.7 2.0
H -0.5 1.3 -4.4
H 1.8 0.7 3.5
H 4.9 -1.3 -6.6
C -1.5 -0.6 2.7
C -0.9 5.5 4.0
C 0.8 -5.4 -3.6
C -0.1 3.4 1.6
C -0.9 -1.2 0.9
C 0.8 -0.6 -0.9
O 0.7 0.6 -0.4
O 0.8 4.5 -7.2
H 0.2 0.4 0.1
H 0.3 -3.9 -3.8
H -0.7 0.6 1.6
H 0.5 0.3 -1.2
H -0.6 -0.5 0.0
H 0.5 -2.8 5.8
C -0.2 2.1 -2.8
C 0.9 3.8 4.6
C 1.7 -5.9 0.4
C -1.1 0.7 -0.9
C 1.3 2.1 -3.3
C -1.4 -4.4 1.7
O -0.3 3.2 -0.7
O -1.0 0.3 -4.4
H 0.3 -0.7 0.4
H -1.2 0.2 -2.5
H 0.2 -0.6 0.2
H -0.5 -0.4 2.5
H 1.1 -1.8 1.6
H 0.2 1.9 3.3
C -10.6 -0.2 2.6
C 3.2 -1.8 -1.9
C 0.0 -1.5 0.5
C 11.1 -0.8 -6.0
C 2.4 2.2 1.6
C 1.4 1.2 0.1
O -2.2 -0.9 3.1
O -0.4 0.9 0.9
H 5.6 -1.0 -2.2
H -2.3 1.0 -0.3
H -9.0 0.8 5.0
H -0.4 -0.3 -0.6
H 2.2 1.3 -1.8
H -1.5 -1.4 -1.4

Results
- relative energy (zero: lowest compared OMol25 entry of this formula, charge and spin) (kJ/mol) = 382.4

=====

Record 2
DFT (ωB97M-V with the def2-TZVPD basis set) results for C36H36N7Pt as an isolated structure at a distorted geometry.

CARTESIAN COORDINATES (ANGSTROEM)
Pt 0.30454 1.36711 -0.30810
C -3.53412 2.93907 0.86280
C -2.61131 2.19752 0.14253
N -1.40460 1.94666 0.64203
C -1.10988 2.44143 1.87682
C -2.05903 3.18369 2.56277
N -3.26015 3.43578 2.06497
C 0.28246 2.21534 2.31927
C 0.68976 1.80688 3.57013
C 2.00410 1.35585 3.76135
C 2.88196 1.41878 2.67208
C 2.41669 1.81899 1.43606
N 1.14454 2.23384 1.28218
C 3.08437 1.63582 0.13442
C 4.43094 1.81869 -0.14623
N 4.92618 1.68893 -1.36636
C 4.07995 1.37282 -2.34224
C 2.73122 1.17267 -2.10730
N 2.23673 1.29551 -0.87694
C 2.38032 0.66515 5.00983
C 3.34191 -0.34477 5.00346
C 3.57479 -1.06531 6.16469
N 2.91636 -0.85234 7.29712
C 2.01265 0.11962 7.31595
C 1.71833 0.90576 6.21301
H -4.51506 3.14949 0.45845
H -2.83605 1.79073 -0.83692
H -1.82378 3.60543 3.53391
H -0.04154 1.73316 4.36268
H 3.90730 1.08989 2.76892
H 5.12481 2.09924 0.63866
H 4.49384 1.28073 -3.33747
H 2.03270 0.89392 -2.88579
H 3.88386 -0.61444 4.10707
H 4.31198 -1.85953 6.18348
H 1.49220 0.26947 8.25474
H 0.98994 1.70040 6.30691
C -4.02227 -0.45763 -5.12276
C -3.00196 0.34286 -4.36083
C -2.81236 1.68811 -4.64731
C -1.84659 2.41914 -3.96315
C -1.62982 3.87644 -4.26906
C -1.10374 1.79058 -2.98072
C -1.30463 0.42958 -2.59902
C -2.26032 -0.27607 -3.36074
N -0.58260 -0.04278 -1.52912
C -0.50731 -1.44950 -1.02455
C -1.40519 -2.46240 -1.75271
C -1.22740 -3.88083 -1.18465
C 0.22197 -4.34357 -1.33770
C 1.12914 -3.36382 -0.59578
C 0.76459 -3.35668 0.89105
C -0.70187 -2.94356 1.04742
C -1.60848 -3.91236 0.29333
C -0.88219 -1.53284 0.48184
C 0.94685 -1.96163 -1.18311
H -4.54265 0.15821 -5.85351
H -4.76076 -0.88668 -4.44328
H -3.54294 -1.28573 -5.64781
H -3.41064 2.16644 -5.41426
H -2.08264 4.15152 -5.21965
H -0.56669 4.11790 -4.30348
H -2.08349 4.49533 -3.49073
H -0.32265 2.35178 -2.47411
H -2.46082 -1.31690 -3.17764
H -1.14725 -2.48906 -2.81264
H -2.45482 -2.17739 -1.64832
H -1.88268 -4.55174 -1.74548
H 0.49972 -4.39127 -2.39417
H 0.33366 -5.34808 -0.92067
H 2.17571 -3.66146 -0.71712
H 1.40847 -2.65325 1.43567
H 0.92128 -4.34999 1.32008
H -0.97240 -2.93501 2.10874
H -2.65653 -3.62735 0.42299
H -1.49054 -4.92584 0.68630
H -0.22937 -0.87592 1.05955
H -1.91757 -1.19919 0.61132
H 1.19872 -1.96526 -2.24820
H 1.62216 -1.27613 -0.67498

Atomic forces in eV per Å
Pt -0.8 -0.9 -0.7
C -0.1 0.2 0.5
C 0.1 -0.5 -0.4
N 0.1 0.5 0.4
C -0.4 0.1 -0.2
C 0.4 -0.2 0.2
N -0.2 -0.1 -0.3
C 0.4 0.1 -0.2
C 0.0 0.1 0.1
C -0.1 0.2 -0.3
C 0.2 0.1 0.1
C -0.4 0.3 0.2
N 0.1 -0.5 0.6
C 0.1 -0.1 -0.6
C -0.2 0.0 0.4
N 0.0 -0.1 -0.4
C 0.4 0.1 0.2
C -0.4 -0.3 0.0
N 0.4 0.1 0.1
C 0.1 -0.2 0.3
C 0.0 0.0 -0.1
C 0.0 0.1 0.0
N 0.1 -0.1 0.1
C 0.0 0.0 0.0
C 0.0 0.1 -0.1
H 0.0 0.0 -0.1
H 0.1 0.0 0.0
H 0.0 0.0 0.0
H 0.0 -0.1 0.0
H 0.0 -0.1 0.0
H 0.0 0.0 0.0
H -0.1 0.0 0.0
H 0.0 0.0 0.0
H 0.0 0.0 0.0
H 0.0 0.0 0.0
H 0.0 0.1 0.0
H 0.0 0.0 0.0
C 0.0 -0.1 0.1
C 0.1 0.2 0.0
C 0.0 0.1 -0.1
C -0.2 -0.1 -0.1
C 0.0 0.0 0.1
C 0.0 -0.5 0.2
C -0.2 0.5 -0.4
C -0.2 0.1 0.0
N 0.4 -0.1 0.5
C 0.3 0.1 0.1
C 0.1 -0.4 0.2
C 0.0 0.0 0.0
C 0.0 0.1 0.0
C 0.1 0.0 0.0
C -0.1 0.0 0.0
C -0.1 0.0 0.1
C 0.0 0.0 0.0
C 0.1 0.1 -0.3
C -0.3 0.0 0.0
H 0.0 0.0 0.0
H 0.0 0.0 0.0
H 0.0 0.0 0.0
H 0.0 0.0 0.0
H 0.0 0.0 0.0
H 0.0 0.0 0.0
H 0.0 0.0 0.0
H 0.0 0.1 0.0
H -0.1 0.5 -0.3
H 0.0 0.0 0.1
H 0.1 -0.1 0.1
H 0.0 0.0 0.0
H 0.0 0.0 0.0
H 0.0 0.0 0.0
H 0.0 0.0 0.0
H 0.0 -0.1 0.0
H 0.0 0.0 0.0
H 0.0 0.0 0.0
H 0.0 0.0 0.0
H 0.0 0.0 0.0
H 0.0 0.3 0.0
H 0.0 0.1 0.0
H 0.0 0.1 0.0
H 0.2 0.2 0.1

Results
- net charge = +1
- relative energy (zero: lowest compared OMol25 entry of this formula, charge and spin) (kJ/mol) = 46.1

=====

Record 3
DFT (ωB97M-V with the def2-TZVPD basis set) results for C36H36N8O4S2W as an isolated structure.

CARTESIAN COORDINATES (ANGSTROEM)
W 0.24582 0.00828 -0.66073
C 1.86991 -4.14804 -1.05483
O 0.59038 -4.75612 -1.23992
C -0.47616 -4.33489 -0.51040
C -1.42136 -5.28650 -0.18768
C -2.57786 -4.97401 0.53308
C -2.77827 -3.68277 0.95291
C -1.84365 -2.68916 0.61721
C -2.06062 -1.34809 1.08025
N -1.36183 -0.29918 0.78094
N -1.87534 0.86374 1.41034
C -1.55688 1.87156 0.67163
O -0.82830 1.75840 -0.39576
C -2.02959 3.23944 0.99627
C -2.99467 3.44838 1.97607
C -3.42047 4.73542 2.25854
C -2.88758 5.81280 1.56234
C -1.92258 5.60344 0.58916
C -1.48908 4.31871 0.30460
C -0.70313 -2.97594 -0.14281
O 0.14664 -2.04960 -0.52776
H 2.58468 -4.87935 -1.42594
H 2.05919 -3.95462 0.00307
H 1.94725 -3.21549 -1.60894
H -1.22853 -6.30222 -0.50783
H -3.29187 -5.75013 0.76877
H -3.64865 -3.41307 1.53530
H -2.89423 -1.17422 1.75706
H -3.40309 2.59917 2.50558
H -4.17456 4.89845 3.01790
H -3.22558 6.81732 1.78292
H -1.49601 6.44225 0.05542
H -0.73406 4.14123 -0.44862
C 1.53181 -1.12842 2.03692
C 1.94801 -0.32736 0.83383
N 1.49916 0.95793 0.75285
N 2.34989 1.94557 0.38361
C 2.17083 2.54476 -0.75027
S 1.23897 1.95501 -2.05938
S 3.01578 4.05694 -1.03275
C 3.53074 4.51985 0.64777
C 2.40603 5.02776 1.51131
C 1.81090 4.21057 2.46637
C 0.76673 4.68592 3.24908
C 0.31378 5.98477 3.09204
C 0.90604 6.80981 2.14525
C 1.94067 6.33120 1.35881
C 3.15836 -0.70504 0.06101
C 4.41561 -0.88117 0.62163
C 5.50829 -1.16974 -0.18159
C 5.32984 -1.27740 -1.55601
C 4.08001 -1.11729 -2.13059
C 2.97597 -0.84836 -1.32383
O 1.74461 -0.75963 -1.84464
H 2.29129 -0.99976 2.81534
H 1.45923 -2.18962 1.80228
H 0.58369 -0.77234 2.43947
H 4.27380 5.30322 0.48834
H 4.03230 3.66817 1.10023
H 2.16270 3.19730 2.58827
H 0.30477 4.03266 3.97824
H -0.50426 6.35156 3.69838
H 0.55995 7.82728 2.01688
H 2.39687 6.97577 0.61665
H 4.54173 -0.77166 1.69157
H 6.48898 -1.29783 0.25438
H 6.18034 -1.49108 -2.18985
H 3.93983 -1.20916 -3.19943
C -0.71074 -4.26712 -4.21627
C -2.12105 -3.87674 -4.63983
C -3.13286 -4.20238 -3.54756
C -2.20819 -2.41502 -5.08004
N -1.93830 -1.49077 -3.98224
C -0.80550 -1.14178 -3.38013
N -1.12528 -0.40730 -2.33117
N -2.47018 -0.31388 -2.30628
N -2.96102 -0.95271 -3.28671
H -0.65427 -5.33627 -4.01673
H -0.41114 -3.77637 -3.28935
H 0.02626 -4.03203 -4.98633
H -2.37532 -4.44420 -5.54186
H -2.90964 -3.65749 -2.62807
H -3.09696 -5.26301 -3.30245
H -4.15099 -3.95505 -3.84747
H -3.21040 -2.15513 -5.41782
H -1.50172 -2.19291 -5.88112
H 0.19996 -1.40660 -3.65859

Atomic forces in eV per Å
W -0.1 0.2 -0.7
C 0.0 0.0 0.0
O -0.1 0.0 -0.1
C -0.1 0.3 0.2
C 0.0 -0.1 0.0
C 0.0 0.0 0.0
C 0.1 0.0 -0.1
C 0.0 0.2 0.1
C 0.2 0.3 0.0
N -0.5 -0.2 0.3
N 0.1 -0.3 -0.2
C -0.1 0.4 0.0
O -0.1 -0.3 0.0
C 0.1 -0.1 0.0
C 0.0 0.0 0.0
C 0.0 0.0 0.0
C 0.0 0.0 0.0
C 0.0 0.0 0.0
C 0.0 0.0 0.0
C 0.2 -0.2 -0.2
O -0.3 0.1 0.1
H 0.0 0.0 0.0
H 0.0 0.0 0.0
H 0.0 -0.1 0.0
H 0.0 0.0 0.0
H 0.0 0.0 0.0
H 0.0 0.0 0.0
H 0.0 0.0 0.0
H 0.0 0.0 0.0
H 0.0 0.0 0.0
H 0.0 0.0 0.0
H 0.0 0.0 0.0
H 0.0 0.0 0.0
C -0.1 -0.1 -0.1
C 0.3 0.4 0.2
N 0.1 -0.4 0.2
N 0.0 0.1 -0.2
C 0.1 0.0 0.2
S -0.1 -0.1 0.1
S 0.0 0.0 -0.1
C 0.0 0.0 0.1
C 0.0 -0.1 0.0
C 0.0 0.1 0.0
C 0.0 0.0 0.0
C 0.0 0.0 0.0
C 0.0 0.0 0.0
C 0.0 0.0 0.0
C 0.1 -0.1 0.1
C 0.0 0.0 0.0
C 0.0 0.0 0.0
C 0.0 0.0 0.0
C 0.0 -0.1 0.0
C -0.1 0.1 0.0
O 0.0 -0.1 0.2
H 0.0 0.0 0.0
H 0.0 0.0 0.0
H 0.0 0.0 0.0
H 0.0 0.0 0.0
H 0.0 0.0 0.0
H 0.0 -0.1 0.0
H 0.0 0.0 0.0
H 0.0 0.0 0.0
H 0.0 0.0 0.0
H 0.0 0.0 0.0
H 0.0 0.0 0.0
H 0.0 0.0 0.0
H 0.0 0.0 0.0
H 0.0 0.0 0.0
C 0.0 0.0 0.0
C 0.0 -0.1 -0.1
C 0.0 0.0 0.0
C 0.1 0.1 0.0
N 0.1 0.2 0.3
C -0.1 0.0 0.1
N 0.1 -0.3 -0.3
N 0.0 0.1 0.2
N -0.1 -0.1 -0.1
H 0.0 0.0 0.0
H 0.0 0.0 0.0
H 0.0 0.0 0.0
H 0.0 0.0 0.0
H 0.0 0.0 0.0
H 0.0 0.0 0.0
H 0.0 0.0 0.0
H 0.0 -0.1 0.0
H 0.0 0.0 0.0
H 0.0 0.0 0.0

Results
- 2S+1 = 3
- relative energy (zero: lowest compared OMol25 entry of this formula, charge and spin) (kJ/mol) = 51.6